{
  "formula": "C11H12",
  "method": "ωB97M-V/def2-TZVPD",
  "species": ["C", "C", "C", "C", "C", "C", "C", "C", "C", "C", "C", "H", "H", "H", "H", "H", "H", "H", "H", "H", "H", "H", "H"],
  "coordinates": [[2.206, -0.056, 0.951], [-1.940, 2.034, 0.005], [-1.675, -1.443, -0.220], [-1.041, -1.838, 0.966], [1.102, 0.935, 0.615], [-0.351, -0.899, 1.680], [1.799, -0.026, -0.289], [-1.373, 0.870, 0.197], [1.994, -0.369, -1.732], [-1.647, -0.191, -0.651], [-0.326, 0.573, 1.294], [-2.702, 2.102, -0.804], [0.984, -0.811, -1.916], [-2.039, -2.142, -0.946], [3.114, -0.197, 1.629], [-0.503, 1.402, 2.102], [0.211, -1.111, 2.611], [2.142, 0.550, -2.338], [-1.785, 2.782, 0.708], [-1.167, -2.854, 1.217], [-2.266, -0.017, -1.514], [2.887, -1.080, -1.959], [1.314, 1.994, 0.631]],
  "mulliken_charge": [-0.58, -1.15, -0.24, -0.45, -0.49, -0.85, 0.44, 0.90, -0.88, -1.22, 0.50, 0.26, 0.22, 0.36, 0.30, 0.40, 0.36, 0.28, 0.38, 0.45, 0.32, 0.26, 0.47],
  "orbital_gap_ev": [6.470, 6.969],
  "lumo_ev": [1.03, -1.76],
  "relative_energy_kcal_mol": 20.8,
  "homo_energy_ev": [-5.44, -8.73],
  "total_charge": 0,
  "spin_multiplicity": 3,
  "e_tot_ev": -11594.2098
}